1.
This record from the OMol25 dataset describes the ion C6H14NO with charge -1. The level of theory is ωB97M-V with the def2-TZVPD basis set.

Values from the calculation:
Kohn-Sham gap (eV): 6.190
Energy relative to the best compared isomer or geometry (same formula, charge and spin) (kcal per mole): 145.6
Total energy (Eh): -366.769612
HOMO (eV): -2.51
Net charge: -1

Last column: Mulliken charge in e.
Atoms and positions in Å:
1 C -0.10041 -2.14541 0.26820  -1.2895
2 O 0.23530 -2.04521 1.97264  -0.7255
3 C -0.30165 -1.08456 -0.92809  0.9614
4 C 0.74797 0.04077 -0.96436  -0.9511
5 C 1.18621 0.70884 0.36915  -0.6065
6 C 0.01110 1.31433 1.17117  -0.2930
7 C -0.77897 2.34445 0.36988  -1.1456
8 N -0.44039 -1.74648 -2.18948  -1.1429
9 H 0.97656 -2.29050 0.38376  0.2695
10 H -0.31723 -3.12320 -0.24398  0.6435
11 H -1.22764 -0.59492 -0.56200  0.1465
12 H 1.69863 -0.26921 -1.42752  0.2861
13 H 0.43073 0.83514 -1.65298  0.2296
14 H 1.89900 1.52792 0.23294  0.4838
15 H 1.63912 -0.08235 0.96906  0.2379
16 H 0.38147 1.72785 2.10801  0.3993
17 H -0.65645 0.49458 1.43886  0.1525
18 H -1.59213 2.89311 0.88421  0.3446
19 H -0.17822 3.16990 -0.02314  0.2856
20 H -1.17299 1.85195 -0.53720  0.2558
21 H -1.38655 -1.45436 -2.44197  0.1767
22 H -1.05348 -2.07264 0.80284  0.2813

---

2.
This record from the OMol25 dataset describes an isolated molecule of CH3N5. The level of theory is ωB97M-V with the def2-TZVPD basis set.

Values from the calculation:
Kohn-Sham gap (eV): 8.909
Energy relative to the best compared isomer or geometry (same formula, charge and spin) (kcal per mole): 63.3
Total energy (Eh): -313.558157
SMILES: [H]/N=c1\nn[nH][nH]1
HOMO (eV): -9.00

Last column: Mulliken charge in e.
Atoms and positions in Å:
1 C 0.50301 0.51895 -0.41675  0.4608
2 H 1.70837 1.89270 -1.07054  0.2691
3 H -1.73967 -1.54705 0.54585  0.2547
4 H -1.04219 0.74944 0.95800  0.2390
5 N 0.70308 1.69259 -0.73283  -0.6031
6 N 1.07520 -0.75651 -0.35842  -0.2247
7 N 0.32887 -1.72635 0.17202  -0.1968
8 N -0.85386 -1.07318 0.61108  -0.0546
9 N -0.68280 0.24942 0.29159  -0.1443

---

3.
This record from the OMol25 dataset describes the ion C18H25N2O2 with charge +1. The level of theory is ωB97M-V with the def2-TZVPD basis set.

Values from the calculation:
Kohn-Sham gap (eV): 9.805
Energy relative to the best compared isomer or geometry (same formula, charge and spin) (kcal per mole): 0.0
Total energy (Eh): -960.667895
SMILES: OCCNCC[NH2+]Cc1ccccc1OCc1ccccc1
HOMO (eV): -11.80
Net charge: +1

Last column: Mulliken charge in e.
Atoms and positions in Å:
1 O -0.06578 -0.49988 1.66112  -0.5713
2 H -0.49700 0.36063 1.55906  0.1587
3 C -0.94307 -1.35461 2.37245  -0.6499
4 H -1.33254 -0.86463 3.26856  0.4163
5 H -0.34034 -2.21340 2.67237  0.3317
6 C -2.09231 -1.81298 1.46156  -0.3229
7 N -1.50733 -2.48178 0.31065  -0.2599
8 H -1.53945 -3.48674 0.40587  0.2288
9 C -1.85345 -2.04389 -1.02432  -0.1454
10 H -2.53791 -2.71866 -1.54945  0.4514
11 H -2.32353 -1.05778 -0.97594  -0.2304
12 C -0.53708 -1.93939 -1.81260  -0.6603
13 N 0.39849 -1.13652 -1.00884  0.6134
14 H 0.19130 -1.35047 0.00558  0.3072
15 C 1.83054 -1.32285 -1.32162  -0.7995
16 C 2.71549 -0.39003 -0.53321  0.6703
17 C 3.91990 -0.85648 -0.02734  -0.9055
18 C 4.79112 -0.01418 0.63970  -0.7372
19 C 4.46477 1.32025 0.79422  -0.7612
20 C 3.26736 1.80738 0.30030  -0.3428
21 C 2.38412 0.96010 -0.35374  0.8229
22 O 1.17697 1.37900 -0.86869  -0.4975
23 C 0.51617 2.50499 -0.28739  -0.8143
24 C -0.95656 2.18817 -0.22647  0.5323
25 C -1.62495 1.78023 -1.37613  -0.3563
26 C -2.97053 1.45778 -1.32648  -0.6915
27 C -3.66106 1.53951 -0.12724  -0.4866
28 C -3.00210 1.94626 1.02125  -0.5509
29 C -1.65349 2.26344 0.97432  -0.5967
30 H -1.15020 2.60379 1.86866  0.4271
31 H -3.53862 2.02308 1.95442  0.4543
32 H -4.71188 1.29783 -0.09080  0.4502
33 H -3.48511 1.15805 -2.22691  0.4253
34 H -1.09035 1.73860 -2.31405  0.4802
35 H 0.69527 3.38698 -0.91418  0.3304
36 H 0.90015 2.69768 0.71753  0.5435
37 H 3.03763 2.85551 0.40833  0.5139
38 H 5.14231 1.99221 1.29637  0.4352
39 H 5.72083 -0.39679 1.02786  0.4140
40 H 4.17935 -1.89522 -0.16342  0.4065
41 H 1.96775 -1.13330 -2.39211  0.3889
42 H 2.11171 -2.35762 -1.11713  0.5407
43 H 0.23373 -0.11353 -1.10714  -0.1144
44 H -0.69008 -1.48879 -2.79317  0.3703
45 H -0.11397 -2.93757 -1.94245  0.3694
46 H -2.76802 -2.45830 2.02893  0.4175
47 H -2.65829 -0.93608 1.13170  -0.0059

---

4.
This record from the OMol25 dataset describes a structure of composition C4H5NO2. The level of theory is ωB97M-V with the def2-TZVPD basis set.

Values from the calculation:
Kohn-Sham gap (eV): 9.673
Energy relative to the best compared isomer or geometry (same formula, charge and spin) (kcal per mole): 70.2
Total energy (Eh): -360.557502
HOMO (eV): -9.32

Last column: Mulliken charge in e.
Atoms and positions in Å:
1 O 1.14411 -2.12415 1.05312  -0.5219
2 C 0.66796 -1.07564 0.73346  0.5260
3 C 0.28000 -0.67865 -0.69425  -0.5018
4 C -0.89416 0.29275 -0.74729  -0.0813
5 N -0.73327 1.30729 0.22826  -0.4349
6 C -0.03937 1.10523 1.26780  0.0559
7 O 0.52199 -0.09100 1.67864  -0.3492
8 H 1.15889 -0.13819 -1.08033  0.2916
9 H 0.15131 -1.59584 -1.26319  0.3398
10 H -1.75802 0.27509 -1.43480  0.2115
11 H -0.93283 0.84503 -2.00679  0.0810
12 H 0.17591 1.88680 2.00041  0.3833

---

5.
This record from the OMol25 dataset describes a cluster of 2 separate species, C4H9ClN3O in total. The level of theory is ωB97M-V with the def2-TZVPD basis set.

Values from the calculation:
Kohn-Sham gap (eV): 10.211
Energy relative to the best compared isomer or geometry (same formula, charge and spin) (kcal per mole): 44.3
Total energy (Eh): -857.134703
HOMO (eV): -13.27
Net charge: +1

Last column: Mulliken charge in e.
Atoms and positions in Å:
1 C 0.81867 2.31593 -0.27767  0.1970
2 C -1.42600 -0.42582 0.57359  -0.3853
3 C -0.86510 -1.54870 0.09661  0.2186
4 C 1.28814 2.96581 0.94524  -0.7636
5 N 0.51587 1.42413 -0.97376  0.4620
6 N -0.70094 -1.62814 -1.40552  -0.2702
7 N -0.14247 -2.51909 0.71242  -0.5195
8 O 0.07845 0.84473 -1.95907  -0.6913
9 Cl -1.73309 -0.30061 2.30086  -0.1542
10 H -1.99798 0.44020 0.09900  0.3650
11 H 0.53096 2.86008 1.75239  0.2820
12 H 1.31006 4.08372 0.69687  0.3029
13 H 2.36976 2.56305 1.03136  0.2770
14 H -0.10063 -0.66878 -1.60455  0.3864
15 H -0.10337 -2.43085 -1.70645  0.3741
16 H 0.15522 -2.24081 1.66888  0.3089
17 H -1.62440 -1.69115 -1.77557  0.3541
18 H -0.55946 -3.41394 0.88215  0.2560

---

6.
This record from the OMol25 dataset describes a cluster of 12 separate species, C30H77F3NO12P in total. The level of theory is ωB97M-V with the def2-TZVPD basis set.

Values from the calculation:
Kohn-Sham gap (eV): 8.514
Total energy (Eh): -2787.626217
SMILES: [H]/N=C(/C)CP(C#C)C[C@H](O)C(F)(F)F.CCO.CCO.CCO.CCO.CCO.CCO.CCO.CCO.CCO.CCO.CCO
HOMO (eV): -8.45

Last column: Mulliken charge in e.
Atoms and positions in Å:
1 C 3.61141 -0.41733 1.13528  0.3770
2 C 2.92404 0.44578 0.64337  -1.0571
3 P 1.94182 1.36745 -0.52408  0.3549
4 C 2.80210 2.94973 -0.99575  -0.7602
5 C 4.32662 2.91956 -0.93551  0.5741
6 C 5.08740 1.68086 -1.32371  -1.2434
7 N 4.96302 3.95068 -0.59026  -0.5272
8 C 0.39504 1.84731 0.39638  -0.7643
9 C -0.55496 2.43734 -0.66708  -0.6949
10 O -1.34491 3.48116 -0.12547  -0.5043
11 C -1.47714 1.39471 -1.29816  0.7694
12 F -2.14441 0.70352 -0.41299  -0.2355
13 F -2.31445 1.96453 -2.13435  -0.3434
14 F -0.77720 0.52860 -2.01327  -0.1454
15 H 4.12730 -1.26498 1.49806  0.5504
16 H 2.52081 3.15419 -2.03156  0.5275
17 H 2.40543 3.77943 -0.40780  0.3590
18 H 5.76338 1.87515 -2.14836  0.4432
19 H 5.59884 1.27997 -0.45645  0.2543
20 H 4.35916 0.93529 -1.64097  0.2175
21 H 4.33181 4.72184 -0.38295  0.2126
22 H -0.03535 0.98726 0.89491  0.7013
23 H 0.59504 2.59186 1.16382  -0.0063
24 H 0.07448 2.80738 -1.48036  0.8308
25 H -1.40199 4.15765 -0.80606  0.3626
26 C 0.48076 -2.60178 -1.39802  -0.8007
27 C 1.95459 -2.56123 -1.03835  0.7616
28 O 2.72849 -3.31726 -1.97168  -0.5691
29 H 0.12137 -3.63279 -1.41659  0.3409
30 H -0.11459 -2.03422 -0.67987  0.2058
31 H 0.31598 -2.18191 -2.39435  0.0331
32 H 2.11996 -2.99570 -0.05407  -0.0584
33 H 2.31639 -1.53056 -1.02203  -0.3411
34 H 2.59543 -2.92906 -2.84156  0.3263
35 C 0.51016 -0.10625 -5.71082  -0.7654
36 C 1.77754 0.62177 -5.30760  -0.2247
37 O 1.49093 1.76768 -4.50431  -0.5274
38 H -0.15020 0.56296 -6.26594  0.2982
39 H 0.73458 -0.96619 -6.32565  0.2712
40 H -0.03967 -0.44247 -4.82679  0.1454
41 H 2.31458 0.97348 -6.18741  0.3692
42 H 2.43865 -0.04634 -4.74353  0.1530
43 H 1.02792 1.45361 -3.71960  0.2552
44 C -4.21675 1.97707 2.94820  -0.9889
45 C -2.74336 2.05969 3.29590  -0.0051
46 O -1.96520 1.33394 2.34779  -0.3773
47 H -4.54167 0.93523 2.92840  0.1053
48 H -4.82469 2.52195 3.67245  0.4354
49 H -4.40176 2.39235 1.95359  0.3313
50 H -2.55742 1.62587 4.27722  0.3527
51 H -2.40534 3.10184 3.31000  -0.0135
52 H -2.12753 1.72739 1.48614  0.0417
53 C -7.16627 -1.17655 -0.07527  -0.8735
54 C -7.01801 -0.82843 1.39449  -0.1913
55 O -5.90153 -1.51491 1.95967  -0.4087
56 H -7.30003 -2.25198 -0.20060  0.1434
57 H -8.02124 -0.66142 -0.51661  0.3701
58 H -6.26665 -0.89684 -0.63037  0.2402
59 H -7.90754 -1.12590 1.94741  0.3230
60 H -6.87527 0.24926 1.52794  0.1947
61 H -5.11646 -1.23968 1.47545  0.1914
62 C 2.67676 -5.11636 2.25066  -0.8926
63 C 3.61858 -4.49365 3.26450  -0.2957
64 O 3.58827 -3.06760 3.19815  -0.4501
65 H 2.94260 -4.80218 1.24089  0.1453
66 H 2.71307 -6.20571 2.29926  0.3820
67 H 1.64768 -4.79438 2.43068  0.3053
68 H 4.64466 -4.80132 3.06950  0.2915
69 H 3.35211 -4.80640 4.27920  0.2676
70 H 2.68708 -2.78478 3.38306  0.2594
71 C -5.97991 -6.17114 2.56536  -0.7972
72 C -6.19743 -5.22279 3.73067  -0.2655
73 O -5.38093 -4.06712 3.59973  -0.4596
74 H -4.93206 -6.47052 2.51023  0.2255
75 H -6.59707 -7.06715 2.66459  0.3814
76 H -6.22505 -5.67902 1.62130  0.1373
77 H -5.93234 -5.70421 4.67181  0.2880
78 H -7.24808 -4.91467 3.78554  0.2383
79 H -5.62306 -3.62580 2.77584  0.2533
80 C -0.94607 -4.83047 -7.59329  -1.0889
81 C 0.31116 -4.08941 -7.17805  -0.2599
82 O -0.00152 -2.94928 -6.37670  -0.3916
83 H -1.61012 -4.16945 -8.15122  0.2852
84 H -0.70547 -5.69378 -8.21545  0.3408
85 H -1.49706 -5.17736 -6.71567  0.3290
86 H 0.84786 -3.72745 -8.05382  0.2954
87 H 0.97791 -4.74960 -6.61416  0.2678
88 H -0.46640 -3.26252 -5.59432  0.2255
89 C -3.88339 -6.20067 -1.41039  -0.8476
90 C -5.26382 -5.60372 -1.61343  -0.3556
91 O -5.49591 -4.52676 -0.70842  -0.3848
92 H -3.77131 -6.55870 -0.38646  0.2298
93 H -3.71087 -7.03285 -2.09493  0.3561
94 H -3.10879 -5.44751 -1.57626  0.1974
95 H -6.03394 -6.35092 -1.42744  0.2975
96 H -5.37763 -5.23909 -2.63988  0.2901
97 H -4.82502 -3.85776 -0.87381  0.2337
98 C -1.07025 6.00284 4.07969  -0.7722
99 C 0.07908 6.71259 3.39200  -0.3063
100 O 0.78659 5.80833 2.54361  -0.4150
101 H -0.69792 5.16116 4.66563  0.0628
102 H -1.61709 6.67707 4.74062  0.3883
103 H -1.76487 5.59915 3.33836  0.2172
104 H 0.78710 7.09440 4.12565  0.3020
105 H -0.28346 7.55434 2.79360  0.2853
106 H 0.16589 5.47705 1.88625  0.2299
107 C 8.25535 5.86788 -2.05852  -0.9006
108 C 8.51212 6.79577 -0.88682  -0.2451
109 O 7.36592 6.87515 -0.04620  -0.5132
110 H 7.40184 6.21712 -2.64051  0.2427
111 H 9.12706 5.80751 -2.71347  0.3374
112 H 8.01394 4.86372 -1.70334  0.2511
113 H 8.73115 7.80456 -1.23503  0.2820
114 H 9.36474 6.44314 -0.29589  0.2429
115 H 7.17722 5.98401 0.26728  0.2886
116 C 2.12150 3.01432 5.83018  -0.7238
117 C 3.24428 3.18807 4.82329  -0.2520
118 O 2.83357 2.74882 3.53398  -0.3457
119 H 1.81768 1.96818 5.88316  0.2571
120 H 2.42982 3.34194 6.82488  0.3614
121 H 1.24323 3.59167 5.52973  0.0047
122 H 4.11218 2.59814 5.11469  0.2858
123 H 3.55036 4.23800 4.76089  0.2536
124 H 2.07502 3.28556 3.27871  0.1499